Record 1
Computed, not measured: an isolated ion of composition C3H10N5 and charge +1 at a distorted geometry, with the ωB97M-V functional and the def2-TZVPD basis.

Geometry as XYZ:
```
18
Properties=species:S:1:pos:R:3:nbo_charge:R:1
N 0.03 1.10 0.89 0.07
N 1.85 -0.20 -0.53 -0.09
N 1.09 0.82 1.42 -0.34
N -0.33 0.43 -0.13 -0.12
N 1.96 0.91 -1.10 -0.35
C 0.48 -0.67 -0.52 0.02
C 0.34 -1.81 0.62 -0.61
C -1.62 0.73 -0.77 -0.41
H -1.46 0.70 -1.76 0.24
H -0.57 1.89 1.02 0.41
H -0.05 -1.36 1.50 0.21
H 1.35 -2.24 0.78 0.26
H 3.00 1.08 -1.21 0.35
H -0.27 -2.66 0.29 0.24
H 0.23 -1.02 -1.52 0.26
H 1.54 1.62 1.83 0.39
H -2.43 0.09 -0.28 0.24
H -1.90 1.78 -0.48 0.22
```

net charge	+1
gap between HOMO and LUMO	8.746	eV
E_tot	-10711.838	eV
HOMO energy	-0.5028	hartree
multiplicity	1



Record 2
Computed, not measured: an isolated ion of composition C5H10N2 and charge +2 at a distorted geometry, with the ωB97M-V functional and the def2-TZVPD basis.

Geometry as XYZ:
```
17
Properties=species:S:1:pos:R:3:nbo_charge:R:1
N 1.30 -0.01 -0.07 -0.26
N -0.83 -1.15 0.18 -0.53
C 0.78 1.16 -0.19 0.12
C -2.95 0.47 -0.06 -0.83
C -1.80 -0.27 0.17 0.58
C 0.51 -1.13 0.22 0.28
C 2.67 -0.20 0.07 -0.47
H 1.35 2.03 -0.36 0.25
H -3.26 0.82 -0.97 0.32
H -0.21 1.36 -0.17 0.20
H 1.04 -2.07 0.18 0.27
H 2.85 -1.26 0.39 0.26
H 3.28 0.12 -0.87 0.30
H 2.98 0.69 0.81 0.28
H -3.79 -0.20 0.33 0.34
H -3.37 1.28 0.68 0.40
H -1.20 -2.05 0.45 0.47
```

net charge	+2
gap between HOMO and LUMO (alpha / beta)	8.467 / 6.567	eV
E_tot	-8302.444	eV
HOMO energy (alpha / beta)	-0.6790 / -0.6649	hartree
multiplicity	1



Record 3
Computed, not measured: a 6-piece molecular cluster, C28H53N6O10P overall at a distorted geometry, with the ωB97M-V functional and the def2-TZVPD basis.

Geometry as XYZ:
```
98
Properties=species:S:1:pos:R:3:lowdin_charge:R:1
P -0.56 3.76 -0.57 0.83
O -2.31 -0.21 -4.10 0.02
O 8.51 -3.12 1.07 0.03
O 0.81 2.93 -0.11 -0.21
O -1.72 2.84 0.09 -0.26
O -0.67 3.26 -2.12 -0.27
O 3.22 -1.71 -1.32 0.04
O -1.02 0.26 -0.83 -0.17
O 1.15 -2.48 4.81 0.02
O -8.21 2.31 2.90 0.03
O 0.81 3.10 2.13 0.13
N 9.58 -2.64 -0.84 0.00
N -8.45 4.18 1.70 0.00
N 0.43 1.07 1.12 -0.03
N 1.24 -2.74 7.03 0.01
N -2.63 1.17 -5.84 0.02
N 4.17 -2.30 -3.27 0.01
C 0.72 2.40 1.17 -0.62
C 0.66 -2.95 5.82 -0.54
C -5.06 1.60 -1.32 -0.07
C 9.25 -2.37 0.45 -0.56
C -8.11 4.36 4.13 -0.01
C -2.60 -0.07 -5.28 -0.53
C -8.54 5.61 1.46 -0.08
C -2.95 1.54 -7.21 -0.07
C -3.33 0.10 -0.56 -0.20
C -5.56 1.64 -0.02 -0.09
C 0.81 -3.22 8.33 -0.08
C -4.98 0.92 1.01 -0.06
C 9.82 -1.12 1.07 -0.01
C -3.85 0.14 0.74 -0.03
C 0.29 -0.28 -1.00 -0.31
C -2.08 -0.69 -0.84 -0.15
C -0.60 -3.78 5.79 -0.01
C -3.93 0.82 -1.60 -0.03
C 1.21 0.28 0.15 -0.06
C 1.25 0.30 3.32 0.06
C 5.20 -2.83 -4.13 -0.08
C -8.26 3.53 2.88 -0.56
C 0.30 0.43 2.40 -0.13
C -2.94 -1.24 -6.17 0.00
C 10.44 -1.88 -1.73 -0.08
C 0.78 0.28 -2.34 -0.02
C 4.18 -2.19 -1.91 -0.53
C 5.41 -2.68 -1.18 -0.01
H 6.29 -2.11 -1.50 0.08
H -8.43 6.17 2.38 0.07
H -5.50 2.18 -2.11 0.09
H -1.39 -3.31 6.38 0.08
H 10.82 -0.99 -1.23 0.07
H 9.17 -3.49 -1.20 0.13
H 1.99 0.87 -0.32 0.12
H 10.91 -1.17 1.09 0.08
H 1.69 -0.53 0.68 0.11
H -0.68 0.01 2.61 0.11
H -7.96 3.69 4.97 0.08
H -5.35 0.93 2.02 0.10
H 5.53 -2.07 -4.84 0.08
H 0.62 -2.37 8.99 0.08
H 1.14 -0.48 4.05 0.03
H -2.39 1.91 -5.19 0.14
H -0.94 -3.85 4.76 0.08
H -0.10 -3.81 8.25 0.07
H -2.23 -1.31 -7.00 0.09
H -1.54 1.88 -0.04 0.03
H 5.57 -3.74 -1.36 0.09
H -6.42 2.26 0.20 0.08
H -3.81 2.21 -7.22 0.08
H -2.16 -1.14 -1.83 0.11
H 9.46 -1.05 2.09 0.08
H -9.50 5.85 1.01 0.08
H -1.94 -1.47 -0.09 0.13
H -7.75 5.91 0.76 0.08
H -3.19 0.66 -7.80 0.07
H -8.54 3.55 0.92 0.13
H -2.10 2.05 -7.66 0.08
H 2.08 -2.18 6.98 0.14
H -3.52 0.79 -2.59 0.08
H 6.06 -3.16 -3.56 0.07
H 0.29 -1.37 -1.01 0.14
H 1.69 -0.19 -2.69 0.06
H 2.08 0.99 3.37 0.07
H 9.88 -1.56 -2.61 0.08
H -7.24 5.02 4.04 0.09
H 5.27 -2.52 -0.12 0.09
H -0.41 -4.78 6.16 0.08
H -9.00 4.96 4.30 0.08
H -3.37 -0.43 1.52 0.11
H -3.95 -1.15 -6.56 0.09
H 1.59 -3.84 8.78 0.08
H -2.87 -2.15 -5.58 0.08
H 0.89 1.36 -2.20 0.06
H -1.53 2.86 -2.30 0.04
H 11.28 -2.49 -2.05 0.08
H -0.05 0.14 -3.04 0.06
H 9.51 -0.24 0.53 0.08
H 4.81 -3.68 -4.70 0.08
H 3.32 -1.96 -3.69 0.13
```

net charge	0
gap between HOMO and LUMO	8.923	eV
E_tot	-68602.567	eV
HOMO energy	-0.3096	hartree
multiplicity	1



Record 4
Computed, not measured: one molecule with the formula C5H12O at a distorted geometry, with the ωB97M-V functional and the def2-TZVPD basis.

Geometry as XYZ:
```
18
Properties=species:S:1:pos:R:3:nbo_charge:R:1
O -1.06 -0.49 2.23 -0.74
C -0.83 -0.92 -0.49 -0.65
C 1.18 -0.14 -1.87 -0.60
C 0.15 0.22 -0.78 -0.21
C -0.44 0.71 1.64 -0.08
C 0.73 0.54 0.60 -0.42
H -1.23 -0.89 0.54 0.25
H 1.87 0.68 -2.12 0.21
H 1.44 -0.24 0.88 0.21
H 1.32 1.48 0.60 0.21
H 1.79 -1.00 -1.58 0.20
H -0.07 1.24 2.51 0.18
H -1.67 -0.98 -1.18 0.20
H -0.37 1.12 -1.15 0.19
H 0.67 -0.41 -2.81 0.21
H -2.03 -0.38 2.34 0.48
H -0.27 -1.86 -0.46 0.20
H -1.19 1.32 1.10 0.17
```

net charge	0
gap between HOMO and LUMO	10.778	eV
E_tot	-7426.153	eV
HOMO energy	-0.3608	hartree
multiplicity	1



Record 5
Computed, not measured: an isolated ion of composition C7H12NOS and charge +1 at a distorted geometry, with the ωB97M-V functional and the def2-TZVPD basis.

Geometry as XYZ:
```
22
Properties=species:S:1:pos:R:3:nbo_charge:R:1
S -1.03 0.67 1.52 0.29
O 1.02 -2.38 0.72 -0.50
N -1.04 -1.12 -0.45 -0.56
C -2.32 -0.39 -0.42 -0.26
C 0.00 -0.21 0.22 -0.09
C 2.04 1.02 0.04 -0.41
C -2.23 1.00 0.17 -0.52
C 1.18 -1.18 0.61 0.59
C 0.80 0.70 -0.82 -0.45
C 2.38 -0.33 0.91 -0.53
H -2.89 -0.30 -1.34 0.25
H 3.33 -0.79 0.65 0.26
H -2.94 -1.15 0.27 0.24
H 0.88 0.22 -1.75 0.22
H 2.41 -0.20 1.99 0.27
H -0.78 -1.25 -1.43 0.45
H -3.13 1.51 0.47 0.28
H 0.45 1.77 -1.05 0.25
H -1.72 1.57 -0.55 0.22
H 1.75 1.83 0.73 0.25
H 2.86 1.03 -0.67 0.25
H -1.04 -2.01 0.18 0.49
```

net charge	+1
gap between HOMO and LUMO	10.055	eV
E_tot	-21818.342	eV
HOMO energy	-0.5007	hartree
multiplicity	1



Record 6
Computed, not measured: a 3-piece molecular cluster, C25H41Cl2F5NO8S2 overall at a distorted geometry, with the ωB97M-V functional and the def2-TZVPD basis.

Geometry as XYZ:
```
84
Properties=species:S:1:pos:R:3:lowdin_charge:R:1
Cl -0.25 2.39 -4.33 0.54
Cl 0.19 2.92 -1.63 0.66
S 4.08 -8.20 -0.40 0.60
S 6.89 -2.85 3.17 0.61
F -1.13 4.99 0.30 0.05
F 1.44 -0.59 2.13 0.08
F 1.16 0.29 4.32 0.07
F 2.08 1.54 2.65 0.04
F -3.34 4.75 0.79 0.05
O 6.26 -1.47 3.73 -0.26
O -4.62 6.01 -4.55 0.06
O 2.81 -8.19 0.28 -0.29
O 4.41 -7.23 -1.41 -0.28
O 7.95 -2.54 2.24 -0.27
O 5.26 -8.21 0.71 -0.27
O 5.82 -3.75 2.83 -0.29
O -3.20 7.05 -3.05 -0.09
N -2.50 3.73 -1.30 -0.13
C 7.62 -3.40 4.69 -0.12
C -1.96 2.88 1.14 -0.07
C -1.59 0.49 3.30 0.04
C -0.59 2.28 1.53 0.05
C 1.08 0.53 2.92 -0.36
C -2.21 4.97 -2.17 -0.08
C -1.84 2.16 -3.37 -0.60
C -3.00 1.09 2.96 -0.01
C -5.46 1.26 -3.63 -0.09
C -5.85 1.69 -2.14 -0.37
C -3.19 2.26 1.92 0.01
C 4.36 -9.82 -1.05 -0.12
C -2.13 0.56 -3.53 -0.12
C 4.42 -0.99 2.20 -0.09
C -6.99 2.83 -2.08 -0.08
C -0.38 1.11 2.57 -0.03
C 5.59 -6.99 1.38 -0.26
C 5.74 -0.53 2.79 -0.26
C -2.99 6.31 -1.80 -0.14
C 4.54 -6.59 2.39 -0.08
C -1.64 2.60 -1.82 -0.51
C -4.55 2.02 -1.19 -0.12
C -3.96 3.43 -1.64 -0.11
C -2.24 4.07 0.13 -0.31
C -4.50 6.78 -3.57 -0.22
H -1.41 -0.34 4.06 0.12
H -2.49 4.78 -3.28 0.15
H -5.03 2.16 -0.14 0.11
H -6.31 0.75 -1.65 0.14
H -2.87 0.43 -4.39 0.08
H 5.58 0.41 3.32 0.12
H -3.89 0.64 3.52 0.10
H -6.76 3.71 -1.40 0.07
H 3.57 -10.02 -1.78 0.08
H 8.03 -4.40 4.52 0.08
H -6.45 1.15 -4.21 0.10
H -4.95 0.23 -3.70 0.08
H 6.84 -3.45 5.46 0.08
H 5.33 -9.85 -1.53 0.08
H -1.15 0.04 -3.86 0.08
H -3.93 6.22 -1.17 0.13
H 8.41 -2.71 4.98 0.08
H 0.37 2.69 1.07 0.08
H -7.95 2.34 -1.66 0.10
H -2.43 0.06 -2.55 0.08
H -3.89 1.10 -1.28 0.11
H -4.26 2.62 1.81 0.09
H -4.87 2.07 -4.21 0.08
H 4.35 -7.41 3.09 0.09
H 3.59 -6.36 1.90 0.07
H 4.30 -10.54 -0.24 0.08
H 6.54 -7.15 1.89 0.12
H -1.77 1.61 -1.23 0.13
H 3.71 -1.23 2.99 0.08
H 6.47 -0.33 2.00 0.12
H 4.85 -5.71 2.95 0.04
H -7.27 3.17 -3.14 0.10
H 4.55 -1.90 1.60 0.07
H 3.99 -0.23 1.55 0.07
H -4.69 4.21 -1.20 0.14
H -1.10 5.25 -2.19 0.14
H -2.25 6.97 -1.19 0.16
H -4.18 3.52 -2.77 0.14
H 5.76 -6.19 0.65 0.12
H -2.60 2.73 -3.98 0.08
H -5.39 7.33 -3.08 0.18
```

net charge	+1
gap between HOMO and LUMO	8.275	eV
E_tot	-104746.512	eV
HOMO energy	-0.4296	hartree
multiplicity	1



Record 7
Computed, not measured: C35H62BN11O2PtS as an isolated structure at a distorted geometry, with the ωB97M-V functional and the def2-TZVPD basis.

Geometry as XYZ:
```
113
Properties=species:S:1:pos:R:3:lowdin_charge:R:1
Pt 0.29 0.00 0.02 1.11
S 2.89 0.51 -1.18 0.97
O 3.76 -1.07 0.46 -0.05
O -0.66 -1.64 -1.96 -0.03
N -2.34 -0.80 1.17 0.02
N 4.60 0.61 -3.22 0.06
N -1.16 -1.46 1.01 0.00
N -2.40 1.05 -0.58 0.03
N 1.83 -0.61 1.66 0.04
N -0.28 1.74 1.43 0.02
N 3.99 -1.50 -2.50 0.04
N -1.60 1.59 1.72 0.01
N -1.23 0.94 -1.29 0.01
N 2.62 -0.82 3.75 -0.07
N 0.34 -0.40 3.46 0.27
C 4.10 2.74 -4.37 -0.06
C -4.75 -1.32 1.73 0.00
C 3.15 -0.91 1.52 -0.48
C -1.61 -2.27 -2.27 -0.17
C -1.38 -2.77 1.25 -0.20
C -0.61 1.43 -3.77 -0.53
C 1.56 -0.60 2.99 -0.44
C -0.57 2.89 -4.25 -0.03
C -0.89 3.29 2.91 0.04
C 0.80 -3.59 2.17 -0.04
C -1.07 -5.18 1.78 -0.05
C 2.41 2.86 1.04 -0.09
C 2.22 2.96 3.54 -0.02
C 0.81 0.96 -3.53 -0.11
C 1.50 4.89 2.13 -0.03
C -4.76 1.85 -0.91 0.01
C -1.49 1.37 -2.54 -0.22
C -3.38 2.72 3.10 0.00
C -1.24 0.55 -4.86 -0.02
C 4.38 -2.31 -4.82 -0.06
C -2.83 1.77 -2.61 0.02
C -3.37 1.56 -1.36 -0.25
C 3.77 -1.03 2.90 0.00
C 2.69 -0.84 5.20 0.01
C 1.57 3.36 2.20 -0.54
C -1.99 2.53 2.61 -0.25
C -2.74 -2.93 1.54 0.04
C 0.16 -4.20 -0.15 -0.04
C -3.32 -1.67 1.49 -0.26
C 0.17 2.78 2.15 -0.22
C 4.72 2.07 -3.16 -0.22
C -0.38 -3.92 1.25 -0.53
C -3.03 -1.90 -2.44 -0.03
C 3.91 -0.18 -2.41 -0.63
C 4.91 -2.21 -3.39 -0.20
B -2.56 0.71 0.91 -0.54
H 2.35 1.78 1.00 -0.02
H -0.68 0.67 -5.79 0.10
H -3.52 -2.05 -1.48 0.09
H 4.25 2.41 -2.24 0.08
H 1.66 3.39 4.37 0.09
H 0.45 -3.32 3.17 0.09
H 4.53 -0.25 3.03 0.16
H 0.15 -0.43 4.45 0.13
H 2.26 -1.75 5.61 0.10
H 2.05 3.27 0.10 0.09
H 5.88 -1.73 -3.37 0.13
H 3.04 2.48 -4.47 0.05
H -1.56 3.25 -4.51 0.09
H -0.15 3.54 -3.48 0.09
H 2.18 0.03 5.63 0.10
H -0.34 -5.99 1.84 0.09
H -5.20 -0.89 0.83 0.08
H -2.28 0.84 -5.05 0.09
H 0.80 -5.08 -0.13 0.10
H 0.97 5.30 2.99 0.08
H 1.36 0.94 -4.47 0.09
H -4.76 2.60 -0.12 0.09
H 3.45 3.14 1.17 0.10
H 3.44 -2.86 -4.85 0.08
H -3.51 -2.56 -3.17 0.09
H 1.45 -4.46 2.26 0.10
H -3.25 -3.84 1.80 0.12
H -5.26 0.96 -0.53 0.08
H 3.46 -2.03 -1.83 0.13
H -1.22 -0.50 -4.58 0.08
H -3.14 -0.86 -2.75 0.07
H -3.81 1.79 3.48 0.09
H -1.87 -5.51 1.12 0.09
H -4.03 3.08 2.30 0.09
H 0.73 -3.36 -0.53 0.06
H -0.85 4.12 3.59 0.12
H 0.06 2.97 -5.14 0.09
H 5.04 -3.21 -2.98 0.13
H -3.38 3.46 3.89 0.09
H 5.78 2.31 -3.10 0.13
H -0.42 -0.28 2.81 0.08
H 1.30 1.65 -2.85 0.04
H 4.18 3.82 -4.27 0.09
H -5.30 -2.22 1.99 0.09
H 4.22 -1.34 -5.28 0.07
H 5.10 -2.86 -5.43 0.09
H -1.48 -5.02 2.78 0.09
H -3.67 0.96 1.24 0.11
H 1.00 5.22 1.22 0.10
H 5.15 0.16 -3.94 0.14
H -5.33 2.23 -1.75 0.09
H 4.61 2.45 -5.29 0.09
H 2.25 1.88 3.66 0.06
H 2.51 5.29 2.13 0.10
H -4.85 -0.60 2.53 0.09
H -3.34 2.18 -3.46 0.13
H 3.24 3.35 3.58 0.10
H -0.66 -4.40 -0.85 0.08
H 1.37 -2.77 1.75 0.05
H 3.74 -0.79 5.49 0.11
H 0.82 -0.04 -3.10 0.04
H 4.23 -2.01 3.06 0.16
```

net charge	+2
gap between HOMO and LUMO (alpha / beta)	7.977 / 6.077	eV
<S²>	6.012
E_tot	-72534.000	eV
HOMO energy (alpha / beta)	-0.4446 / -0.4933	hartree
multiplicity	5



Record 8
Computed, not measured: one molecule with the formula C27H45N5O8, with the ωB97M-V functional and the def2-TZVPD basis.

Geometry as XYZ:
```
85
Properties=species:S:1:pos:R:3:nbo_charge:R:1
O -0.10 0.71 2.65 -0.66
O 1.35 -0.76 -5.98 -0.61
O -3.86 1.57 4.24 -0.66
O -0.46 -1.02 -1.60 -0.67
O 1.93 0.24 -4.05 -0.52
O 1.33 -2.65 0.74 -0.52
O 0.53 -4.22 2.15 -0.61
O -2.28 2.80 3.15 -0.56
N -3.53 1.38 2.01 -0.63
N -0.54 2.63 0.75 -0.50
N -0.50 -0.95 1.15 -0.60
N -0.46 0.57 -3.20 -0.58
N -0.60 2.56 -1.44 -0.48
C -3.26 1.88 3.24 0.91
C -0.60 4.29 3.89 -0.63
C 3.32 -4.04 1.03 -0.64
C -0.64 3.33 -0.39 0.19
C 2.93 -2.55 -0.96 -0.62
C -0.34 -0.31 -4.32 -0.14
C 1.09 -0.31 -4.90 0.80
C 3.92 1.01 -3.07 -0.62
C -3.65 -1.03 1.48 -0.40
C 0.52 -3.12 1.68 0.81
C -2.85 4.27 5.02 -0.64
C -1.35 0.03 -5.42 -0.61
C -1.76 3.41 4.37 0.28
C 2.28 -3.50 0.05 0.27
C -0.32 0.32 1.51 0.65
C 3.96 -1.02 -4.56 -0.65
C -0.45 1.31 0.42 0.02
C -0.46 0.16 -1.92 0.66
C 1.55 -4.63 -0.67 -0.65
C -1.86 -2.64 2.32 -0.39
C -4.41 0.26 1.81 -0.22
C 3.55 1.26 -5.55 -0.64
C -0.49 1.28 -0.97 0.04
C -0.47 -2.03 2.10 -0.16
C -2.90 -1.58 2.70 -0.40
C 3.35 0.36 -4.33 0.27
C -1.24 2.34 5.32 -0.66
H -2.07 1.78 5.74 0.24
H -0.59 1.66 4.77 0.24
H -0.53 -1.19 0.15 0.45
H -0.52 -1.33 -3.95 0.25
H -2.17 -3.15 1.40 0.20
H -2.40 -0.76 3.22 0.21
H 3.72 0.37 -2.21 0.22
H 4.08 -4.59 0.49 0.21
H 2.25 -5.20 -1.26 0.21
H 5.04 -0.92 -4.67 0.22
H -0.93 4.96 3.09 0.21
H -2.36 -0.12 -5.06 0.22
H -3.69 3.65 5.31 0.25
H -0.42 1.57 -3.35 0.43
H 3.75 -1.66 -3.71 0.21
H 3.12 0.81 -6.44 0.24
H -3.20 5.03 4.32 0.21
H 3.07 2.23 -5.38 0.21
H 0.22 3.67 3.53 0.21
H 4.61 1.42 -5.71 0.22
H -2.92 1.64 1.25 0.40
H 4.99 1.14 -3.18 0.21
H 3.55 -1.47 -5.46 0.24
H -0.61 2.94 1.72 0.47
H -2.45 4.76 5.90 0.21
H -1.17 -0.61 -6.28 0.24
H -0.73 4.40 -0.42 0.21
H -1.23 1.07 -5.73 0.20
H 2.84 -4.71 1.75 0.24
H -5.10 0.50 0.99 0.19
H 3.46 -1.76 -0.44 0.21
H -1.77 -3.39 3.10 0.23
H -0.24 4.90 4.71 0.23
H 0.78 -4.21 -1.32 0.22
H 3.79 -3.22 1.57 0.21
H -3.63 -2.01 3.39 0.21
H 1.07 -5.29 0.06 0.24
H -0.12 -1.60 3.06 0.25
H -4.36 -1.78 1.13 0.21
H -2.95 -0.83 0.67 0.20
H 3.45 1.97 -2.90 0.22
H -4.98 0.14 2.73 0.23
H 2.15 -2.11 -1.58 0.23
H 3.63 -3.10 -1.59 0.21
H -0.68 2.81 6.12 0.21
```

net charge	0
gap between HOMO and LUMO	9.732	eV
E_tot	-52564.801	eV
HOMO energy	-0.3397	hartree
multiplicity	1